Below is a structure of composition C38H46F6N9O5PbS3, with properties calculated with ωB97M-V/def2-TZVPD.

XYZ file:
```
108
C38H46F6N9O5PbS3, DFT ωB97M-V/def2-TZVPD
Pb -0.45512 0.31845 -0.10982
F 4.20195 2.91090 3.40068
C 4.08884 1.77042 2.72434
F 4.11962 2.03709 1.42290
F 5.16363 1.02039 3.00822
S 2.53992 0.82467 3.20178
O 2.11171 0.21852 1.96334
O 2.98350 -0.02751 4.26329
N 1.53513 1.90046 3.76844
S 0.69858 2.76787 2.72980
O 1.50834 3.56173 1.84873
O -0.44032 2.08580 2.16667
C -0.04720 3.94071 3.93332
F 0.88007 4.62860 4.59657
F -0.81624 3.30525 4.82119
F -0.81455 4.80534 3.26438
C -2.55235 0.48851 3.69053
C -3.87265 0.74220 2.97645
N -3.70612 1.42466 1.69684
C -4.06848 2.83036 1.63868
C -3.44039 3.51872 0.43332
C -4.01070 0.63383 0.56834
C -5.38768 0.76678 -0.03374
N -3.11211 -0.15057 0.15558
H -2.71598 -0.11584 4.58792
H -2.07665 1.42486 3.98225
H -1.86738 -0.03815 3.02633
H -4.37769 -0.21622 2.80668
H -4.54163 1.33856 3.60932
H -3.69005 3.28721 2.55515
H -5.16418 2.97466 1.63620
H -2.39165 3.23341 0.34312
H -3.50174 4.60249 0.54083
H -3.92947 3.24292 -0.50329
H -6.14058 0.64481 0.74922
H -5.54707 0.02082 -0.81025
H -5.52419 1.75727 -0.47103
H -3.37581 -0.73104 -0.63966
C 3.97269 -0.28754 -2.02739
C 2.77615 -0.41599 -1.34248
N 1.62225 0.01841 -1.84669
C 1.60406 0.60817 -3.03094
C 2.75125 0.79573 -3.79914
C 3.95258 0.33391 -3.26426
C 2.77357 1.58870 -5.03566
C 1.80242 1.97224 -5.86656
C 0.39763 1.54055 -5.97504
C -0.51908 2.37416 -6.60067
C -1.81131 1.91120 -6.74412
N -2.18701 0.70486 -6.32978
C -1.23784 -0.00869 -5.73202
N 0.02673 0.33167 -5.53339
H 4.89583 -0.63762 -1.58597
H 2.73381 -0.85234 -0.34938
H 0.63754 0.98565 -3.33958
H 4.87367 0.48635 -3.81669
H 3.75253 2.01059 -5.24914
H 2.08126 2.71400 -6.60826
H -0.23369 3.36020 -6.93972
H -2.57646 2.52563 -7.20542
H -1.53611 -0.98510 -5.36722
C -1.61009 -3.38165 -3.98322
S -1.23444 -2.25610 -2.62126
O -2.23604 -2.59457 -1.56619
C 0.31452 -3.03322 -2.17088
C 0.42628 -3.62423 -0.92730
C 1.64693 -4.17900 -0.55799
C 2.72462 -4.13665 -1.42939
C 2.60029 -3.51853 -2.67064
C 1.39461 -2.94994 -3.04274
H -1.59785 -4.39748 -3.59160
H -0.87965 -3.25756 -4.78103
H -2.60554 -3.11208 -4.33353
H -0.42166 -3.60209 -0.25455
H 1.75588 -4.62612 0.42186
H 3.67354 -4.56682 -1.13485
H 3.45267 -3.45564 -3.33492
H 1.30204 -2.41789 -3.98405
C 0.66384 3.80350 -1.92180
C -0.56428 3.60996 -2.76320
C -0.90150 4.51943 -3.75137
C -2.03102 4.36315 -4.55309
C -2.82453 3.23875 -4.34592
C -2.52295 2.29558 -3.37736
C -3.41554 1.10410 -3.16904
C -1.38082 2.45478 -2.52110
N -1.08948 1.57128 -1.57185
H 1.13802 4.76286 -2.14014
H 1.39680 3.00962 -2.10324
H 0.43551 3.76125 -0.85526
H -0.26541 5.38951 -3.89350
H -2.28583 5.09760 -5.30779
H -3.71046 3.08898 -4.95947
H -3.98857 0.87754 -4.07140
H -4.12305 1.27097 -2.34767
H -2.81437 0.23702 -2.88751
C -3.12177 -3.42113 1.79010
C -1.79388 -3.11697 2.39075
N -0.88282 -2.34176 1.86448
C 0.18043 -2.34077 2.74174
C -0.09898 -3.12939 3.81400
N -1.36511 -3.62588 3.57980
H -3.23498 -2.80217 0.90255
H -3.93503 -3.20880 2.48727
H -3.19144 -4.46885 1.48877
H 1.05558 -1.73781 2.55833
H 0.45888 -3.36661 4.70191
H -1.88331 -4.23352 4.18873
```

Calculated values
energy above the lowest of the compared OMol25 structures with the same formula, charge and spin	83.6	kJ/mol
net charge	-1
Kohn-Sham gap	5.21	eV
highest occupied orbital energy	-3.2	eV
multiplicity	1



Below is a structure of composition C30H40CeN3O5PS4 in a non-equilibrium geometry, with properties calculated with ωB97M-V/def2-TZVPD.

XYZ file:
```
84
C30H40CeN3O5PS4, DFT ωB97M-V/def2-TZVPD
Ce 8.34500 9.43184 10.36880
O 9.45206 15.03944 7.12923
C 9.17887 13.89095 7.74525
C 9.75354 12.69370 7.26645
C 9.61460 11.57084 8.10252
N 8.81327 11.60738 9.11757
C 8.34008 12.73089 9.65423
C 8.52928 13.93378 8.99145
C 7.67727 12.65540 10.91957
O 7.25346 13.64882 11.50476
O 7.62849 11.39035 11.33806
C 10.25448 10.24694 7.80410
O 10.95555 10.11112 6.81700
O 9.92588 9.30691 8.68339
H 9.79169 14.99323 6.23996
H 10.24531 12.56277 6.32120
H 8.12275 14.89487 9.36345
S 4.98691 9.54944 13.99933
C 6.01701 9.14545 12.75437
S 7.75252 8.58404 13.04337
S 5.60252 9.13989 11.11452
C 13.98645 7.33501 15.03790
C 13.24721 6.65853 13.89515
C 12.48936 7.72727 13.02182
C 12.32402 9.10716 13.73632
C 12.04580 8.93642 15.25986
C 13.04401 8.05368 16.02024
P 11.14192 10.17821 12.53491
C 10.57659 11.71831 13.51894
C 9.33356 11.36376 14.22111
C 8.43538 12.51426 14.74326
C 9.29542 13.71353 15.10211
C 10.77622 13.49974 15.37872
C 11.53474 12.60450 14.38284
C 12.36276 10.99588 11.11934
C 13.42122 12.10046 11.55338
C 14.34046 12.55064 10.44415
C 13.96735 12.16273 9.05336
C 13.77653 10.61463 8.91603
C 13.05075 9.99774 10.17834
H 14.72867 8.11462 14.66676
H 14.68519 6.59187 15.53652
H 12.38104 6.00218 14.33308
H 13.80543 5.96999 13.24346
H 11.40801 7.42314 12.83992
H 12.99826 7.86106 12.07077
H 13.27460 9.68088 13.64849
H 11.00863 8.62864 15.33815
H 11.98612 10.01406 15.64945
H 12.47368 7.31856 16.63749
H 13.72428 8.58716 16.70380
H 10.18166 12.36864 12.66356
H 9.63613 10.86340 15.19635
H 8.79652 10.63632 13.58833
H 7.86863 12.18814 15.63796
H 7.73785 12.88962 13.97051
H 8.81435 14.22871 15.93281
H 9.21691 14.47400 14.31793
H 10.83744 12.95554 16.33039
H 11.31840 14.44274 15.52036
H 12.29600 11.99468 14.91994
H 12.13286 13.31465 13.77528
H 11.60612 11.49134 10.45354
H 13.94406 11.76236 12.42891
H 12.87492 13.00115 11.96858
H 15.39271 12.26510 10.58084
H 14.35271 13.63327 10.52728
H 14.73712 12.41259 8.36445
H 13.04799 12.71621 8.80795
H 14.71537 10.02790 8.90432
H 13.23464 10.38209 7.97564
H 13.85797 9.39885 10.72976
H 12.27368 9.31716 9.78416
S 7.18706 7.48654 8.55316
C 7.82202 6.60855 9.87489
N 6.93214 6.22470 10.86623
C 7.38435 5.60248 11.98606
C 8.71132 5.28287 12.19456
C 9.52197 5.70753 11.15448
N 9.14233 6.48822 10.09904
H 6.07637 6.76323 10.80117
H 6.51913 5.37924 12.64921
H 9.12850 4.73198 13.04842
H 10.52789 5.38377 11.13138
```

Calculated values
energy above the lowest of the compared OMol25 structures with the same formula, charge and spin	113.4	kJ/mol
net charge	0
Kohn-Sham gap (alpha / beta)	5.56 / 5.54	eV
highest occupied orbital energy (alpha / beta)	-7.6 / -7.6	eV
multiplicity	1



Below is a structure of composition C23H31ClCuF6N2O7PS2 in a non-equilibrium geometry, with properties calculated with ωB97M-V/def2-TZVPD.

XYZ file:
```
74
C23H31ClCuF6N2O7PS2, DFT ωB97M-V/def2-TZVPD
Cu -0.54231 -0.55770 0.07623
F -5.24714 -0.33959 -2.44492
C -3.90688 -0.26579 -2.36498
F -3.59264 0.99128 -2.03437
F -3.41532 -0.53365 -3.57562
S -3.31430 -1.50723 -1.07693
O -2.78120 -0.63508 -0.01656
O -4.53091 -2.19861 -0.73636
N -2.27339 -2.44990 -1.74845
S -0.75063 -1.81404 -2.14051
O 0.16169 -2.19940 -1.00488
O -0.92569 -0.31797 -2.06546
C 0.78718 -1.81871 -4.10390
F -0.03849 -2.01882 -5.12384
F 1.61482 -0.81400 -4.43449
F 1.52886 -2.91721 -3.93331
Cl -0.72207 -4.16807 4.54766
C -1.30730 -2.70310 3.81771
C -2.45867 -2.09812 4.27973
C -2.85409 -0.91238 3.68491
C -2.09337 -0.39113 2.65502
N -0.99142 -0.99724 2.19655
C -0.60622 -2.13208 2.77428
H -3.02631 -2.54817 5.08497
H -3.74915 -0.39930 4.01381
H -2.37155 0.53618 2.17344
H 0.29353 -2.60115 2.38728
C 4.90407 2.58343 -2.55194
C 4.22174 2.93014 -1.24805
O 3.88210 1.74310 -0.53162
P 2.46215 0.99699 -0.56486
O 1.57682 1.99600 -1.41425
C 1.16649 1.81820 -2.80336
C 0.84897 3.18589 -3.35510
O 2.55810 -0.21659 -1.57227
C 3.15997 -1.51415 -1.26771
C 4.34824 -1.70757 -2.17763
H 5.22438 3.49878 -3.05672
H 4.22534 2.03553 -3.21173
H 5.78292 1.95853 -2.37016
H 3.33491 3.53059 -1.43170
H 4.89106 3.49303 -0.60136
H 0.30130 1.16735 -2.81803
H 1.96746 1.33422 -3.35938
H 0.12309 3.69124 -2.71436
H 0.41262 3.07812 -4.35345
H 1.74423 3.80849 -3.43264
H 2.39261 -2.25664 -1.43462
H 3.44885 -1.54167 -0.22345
H 4.03465 -1.72230 -3.22499
H 4.83142 -2.65962 -1.94460
H 5.07317 -0.90112 -2.03569
C 1.97157 3.00713 1.77668
C 2.36911 1.56340 2.14869
C 1.49113 1.17737 3.34721
C 2.18913 0.53443 0.99713
C 3.83746 1.51226 2.63139
C 4.42224 0.27553 2.92605
C 5.70886 0.18547 3.43189
C 6.46605 1.33876 3.63718
C 5.91084 2.56940 3.32897
C 4.60661 2.65319 2.83964
H 0.95714 3.00288 1.37257
H 2.63655 3.43439 1.01996
H 1.99050 3.66462 2.65241
H 0.43708 1.31193 3.09903
H 1.73906 1.81220 4.20427
H 1.64541 0.13175 3.63837
H 1.36336 -0.20547 1.05307
H 3.85305 -0.62918 2.72634
H 6.12994 -0.78864 3.65933
H 7.47649 1.27393 4.02336
H 6.49152 3.47597 3.46336
H 4.19902 3.63365 2.61710
```

Calculated values
energy above the lowest of the compared OMol25 structures with the same formula, charge and spin	55.4	kJ/mol
net charge	-1
Kohn-Sham gap (alpha / beta)	7.20 / 7.51	eV
highest occupied orbital energy (alpha / beta)	-4.8 / -5.1	eV
multiplicity	2



Below is a cluster of 2 separate species, C3H7NO2S2 in total in a non-equilibrium geometry, with properties calculated with ωB97M-V/def2-TZVPD.

XYZ file:
```
15
C3H7NO2S2, DFT ωB97M-V/def2-TZVPD
N 1.69111 -0.79531 0.80138
C 1.01557 -0.46111 -0.38232
C -0.49213 -0.66205 -0.14848
O -1.14738 -0.61002 -1.20465
O -0.85455 -0.74981 1.03312
C 1.23799 1.12516 -0.59493
S 2.88520 1.60560 -0.32242
S -4.15007 0.11713 0.21163
H 1.07862 -1.21462 1.49595
H 2.46036 -0.20046 1.06989
H 1.27269 -0.93607 -1.33218
H -3.15863 -0.35925 -0.56497
H 0.96292 1.49176 -1.57706
H 0.60671 1.55806 0.19217
H -3.40841 0.09099 1.32288
```

Calculated values
energy above the lowest of the compared OMol25 structures with the same formula, charge and spin	511.6	kJ/mol
net charge	0
Kohn-Sham gap	3.39	eV
highest occupied orbital energy	-8.6	eV
multiplicity	1



Below is the ion C4H9N2 with charge +1 in a non-equilibrium geometry, with properties calculated with ωB97M-V/def2-TZVPD.

XYZ file:
```
15
C4H9N2, DFT ωB97M-V/def2-TZVPD
C 1.65573 0.92069 0.18550
C 2.26722 -0.32394 -0.38518
C 0.05816 -1.19690 -0.05659
C -1.72420 0.63727 -0.36540
N 1.04634 -0.37680 -0.12889
N -1.18694 -0.52041 0.43674
H 1.68982 1.09579 1.26494
H 1.54917 1.86167 -0.31064
H 3.00428 -0.94312 -0.75843
H 0.18116 -2.20588 -0.39845
H -1.71586 1.51664 0.18520
H -1.12562 0.66796 -1.26293
H -2.75123 0.42020 -0.37124
H -1.83393 -1.29995 0.48176
H -1.11411 -0.25322 1.48361
```

Calculated values
energy above the lowest of the compared OMol25 structures with the same formula, charge and spin	554.0	kJ/mol
net charge	+1
Kohn-Sham gap	8.41	eV
highest occupied orbital energy	-11.8	eV
multiplicity	1



Below is an isolated molecule of C4H9OPS in a non-equilibrium geometry, with properties calculated with ωB97M-V/def2-TZVPD.

XYZ file:
```
16
C4H9OPS, DFT ωB97M-V/def2-TZVPD
C 0.44575 -0.99116 0.23327
C 0.92952 0.37249 0.52554
C -1.03594 -1.14236 0.62256
C 0.44186 1.37072 -0.63468
O -3.59759 -0.03056 0.40278
P -2.30122 -0.39936 -0.15004
S -1.12378 2.37246 -0.00878
H 0.55490 -1.22766 -0.86643
H 1.02910 -1.64040 0.89649
H 0.45729 0.66921 1.53413
H 1.98477 0.45857 0.62775
H -1.15188 -1.00249 1.71586
H -1.91316 1.42266 -0.60892
H 1.32610 2.05579 -0.92109
H 0.21914 0.78761 -1.52848
H -2.15822 -0.47064 -1.47523
```

Calculated values
energy above the lowest of the compared OMol25 structures with the same formula, charge and spin	347.7	kJ/mol
net charge	0
Kohn-Sham gap	8.62	eV
highest occupied orbital energy	-8.7	eV
multiplicity	1



> The lowest energy above the lowest of the compared OMol25 structures with the same formula, charge and spin belongs to which entry?

C23H31ClCuF6N2O7PS2